{"formula": "C29H43ClN4O12SbV", "method": "ωB97M-V with the def2-TZVPD basis set", "total_charge": 1, "orbital_gap_ev": [6.720, 7.190], "total_energy_ha": -3896.4849, "relative_energy_kj_mol": 614.3, "multiplicity": 2, "e_lumo_ha": [-0.1859, -0.1687], "largest_force_ev_per_a": 5.9, "species": ["V", "O", "Cl", "O", "O", "O", "O", "C", "O", "C", "C", "C", "C", "C", "C", "O", "N", "O", "O", "N", "O", "O", "H", "H", "C", "C", "C", "C", "Sb", "C", "C", "C", "C", "C", "C", "C", "C", "H", "H", "H", "H", "H", "H", "H", "H", "H", "H", "H", "H", "H", "H", "H", "H", "H", "H", "H", "H", "H", "H", "H", "H", "H", "H", "H", "C", "C", "N", "C", "C", "C", "O", "C", "C", "C", "C", "N", "C", "H", "H", "H", "H", "H", "H", "H", "H", "H", "H", "H", "H", "H", "H"], "positions_angstrom": [[0.286, -0.215, -0.146], [-1.081, 3.055, 0.355], [-1.134, 1.691, 0.069], [-2.403, 1.153, 0.041], [-0.309, 1.007, 1.071], [-0.442, 1.451, -1.175], [0.592, -1.877, -3.497], [0.073, -1.751, -2.423], [0.623, -1.061, -1.426], [-1.244, -2.312, -2.040], [-1.847, -3.200, -2.927], [-3.099, -3.721, -2.657], [-3.812, -3.310, -1.532], [-3.217, -2.466, -0.625], [-1.881, -1.976, -0.799], [-1.341, -1.310, 0.135], [-3.969, -2.009, 0.528], [-5.170, -2.015, 0.420], [-3.350, -1.662, 1.507], [-3.668, -4.728, -3.534], [-4.771, -5.127, -3.252], [-2.985, -5.106, -4.455], [-1.336, -3.498, -3.833], [-4.817, -3.679, -1.368], [2.499, 1.984, -2.917], [2.674, 2.914, -1.729], [4.018, 3.620, -1.765], [1.561, 3.942, -1.647], [2.501, 1.479, 0.123], [2.718, 2.777, 2.074], [1.401, 3.497, 2.292], [3.029, 1.874, 3.253], [3.852, 3.753, 1.831], [4.258, -0.061, -0.026], [3.781, -1.141, -0.980], [4.524, -0.641, 1.353], [5.494, 0.629, -0.558], [2.390, 2.574, -3.827], [1.597, 1.372, -2.816], [3.371, 1.339, -3.042], [4.095, 4.145, -2.718], [4.859, 2.940, -1.698], [4.107, 4.363, -0.978], [1.662, 4.630, -2.488], [1.624, 4.537, -0.735], [0.576, 3.486, -1.715], [0.597, 2.798, 2.522], [1.104, 4.092, 1.429], [1.495, 4.174, 3.142], [2.234, 1.149, 3.423], [3.108, 2.490, 4.151], [3.976, 1.358, 3.125], [3.581, 4.493, 1.085], [4.761, 3.245, 1.518], [4.068, 4.284, 2.759], [2.964, -1.718, -0.544], [4.601, -1.834, -1.174], [3.462, -0.731, -1.940], [3.604, -0.910, 1.879], [5.103, 0.056, 1.954], [5.119, -1.550, 1.245], [5.373, 0.891, -1.605], [6.337, -0.059, -0.488], [5.740, 1.522, 0.011], [1.909, -6.857, 4.024], [0.889, -6.407, 2.973], [1.487, -6.231, 1.667], [1.749, -7.440, 0.888], [3.230, -7.794, 0.833], [1.840, -5.070, 1.098], [2.378, -5.005, 0.003], [1.516, -3.749, 1.764], [1.674, -3.382, 3.096], [1.360, -2.078, 3.454], [0.970, -1.174, 2.485], [0.905, -1.490, 1.189], [1.145, -2.756, 0.859], [1.483, -6.753, 5.019], [2.819, -6.260, 3.967], [2.176, -7.902, 3.884], [0.403, -5.479, 3.278], [0.109, -7.170, 2.892], [1.387, -7.265, -0.130], [1.180, -8.255, 1.336], [3.774, -7.020, 0.299], [3.352, -8.734, 0.305], [3.643, -7.893, 1.833], [2.043, -4.063, 3.844], [1.419, -1.760, 4.483], [0.707, -0.155, 2.739], [1.095, -3.022, -0.192]], "atomic_forces_ev_per_a": [[1.502, 0.201, 2.702], [-0.052, 0.615, 0.180], [-3.270, 4.921, 0.403], [-1.387, -0.483, 0.044], [-0.856, 0.604, 3.058], [0.885, -1.419, -1.191], [0.135, 0.334, 0.955], [-1.710, -2.101, -2.995], [2.191, -1.912, -4.210], [-0.032, 0.181, 0.422], [-0.352, -0.243, -0.089], [0.654, 0.770, 0.615], [-0.049, -0.121, 0.009], [0.875, 0.044, -0.676], [-1.167, -1.303, -1.226], [1.475, 1.575, 0.192], [-0.029, -0.203, 0.030], [-0.659, 0.042, 0.021], [-0.121, -0.009, 0.520], [0.035, 0.094, 0.129], [-0.491, -0.262, -0.058], [0.164, -0.168, -0.426], [0.064, 0.054, 0.009], [0.061, 0.084, 0.035], [-0.073, -0.153, 0.208], [-0.021, -0.483, 0.743], [-0.013, -0.144, 0.159], [-0.147, -0.160, 0.190], [1.714, 0.207, -0.143], [-0.162, -0.550, -0.705], [-0.110, -0.106, -0.211], [0.043, -0.083, -0.221], [-0.068, -0.119, -0.179], [-0.734, 0.826, 0.127], [-0.185, 0.166, -0.004], [-0.139, 0.119, -0.023], [-0.035, -0.037, -0.018], [0.020, 0.100, -0.103], [0.129, 0.000, -0.136], [-0.079, -0.078, -0.047], [-0.015, 0.067, -0.122], [0.107, -0.045, -0.028], [0.030, 0.063, 0.054], [0.054, 0.054, -0.125], [-0.044, 0.014, -0.015], [0.013, 0.105, 0.035], [-0.019, 0.073, 0.010], [-0.034, 0.011, 0.029], [0.093, 0.076, 0.122], [0.055, -0.070, 0.073], [-0.026, 0.089, 0.073], [-0.013, -0.076, 0.083], [0.031, 0.093, -0.091], [0.160, 0.023, -0.020], [0.006, 0.064, 0.135], [0.120, -0.027, -0.141], [0.100, -0.092, 0.008], [-0.034, -0.098, 0.004], [0.093, -0.004, 0.062], [-0.042, -0.019, 0.153], [0.080, -0.099, -0.044], [0.053, 0.097, -0.152], [0.146, -0.081, -0.011], [0.118, 0.082, 0.023], [-0.274, 0.086, -0.101], [0.042, 0.003, 0.476], [-0.167, -0.062, -0.102], [0.337, -0.124, -0.316], [-0.179, 0.063, -0.038], [-0.044, 0.056, 0.087], [-0.003, 0.098, -0.240], [0.036, 0.323, -0.026], [-0.161, 0.258, -0.370], [-0.059, 0.126, -0.125], [0.034, 0.259, 0.730], [0.818, -1.043, 1.539], [0.269, -0.713, -0.377], [-0.013, -0.044, 0.115], [0.068, 0.026, 0.021], [0.088, -0.020, -0.023], [-0.038, -0.135, -0.052], [-0.017, 0.202, -0.054], [-0.031, -0.098, 0.153], [-0.055, 0.110, -0.019], [0.080, 0.001, -0.017], [0.090, -0.122, -0.043], [0.073, -0.076, 0.101], [-0.003, -0.199, 0.079], [0.028, 0.083, 0.049], [0.046, -0.126, 0.103], [-0.006, -0.033, 0.241]]}